1.
Entry from the OMol25 dataset: C24H44BN5O3PRuSe as an isolated structure at a distorted geometry (the ωB97M-V functional and the def2-TZVPD basis).

```
! RIJCOSX wB97M-V def2-TZVPD def2/J DEFGRID3
* xyz 2 2
Ru -0.29 0.46 -0.13
C -3.60 2.88 -2.75
N -3.97 1.57 -2.25
C -5.37 1.23 -2.30
C -3.03 0.75 -1.81
O -1.82 1.01 -1.88
C -3.49 -0.56 -1.16
O -2.48 -1.07 -0.31
C -2.08 -2.41 -0.55
C -0.94 -2.45 -1.58
O -0.20 -1.46 -1.65
N -0.76 -3.53 -2.33
C 0.32 -3.53 -3.31
C -1.46 -4.78 -2.22
H -3.79 2.94 -3.82
H -2.53 3.03 -2.58
H -4.17 3.65 -2.24
H -5.89 1.97 -2.90
H -5.83 1.22 -1.31
H -5.52 0.25 -2.76
H -3.77 -1.28 -1.94
H -4.38 -0.37 -0.54
H -2.95 -3.01 -0.83
H -1.67 -2.79 0.40
H 0.69 -2.52 -3.43
H -0.06 -3.89 -4.26
H 1.13 -4.18 -2.98
H -2.33 -4.72 -1.57
H -0.79 -5.54 -1.81
H -1.78 -5.11 -3.21
C 4.76 0.07 -1.22
C 3.26 -0.05 -1.48
C 2.76 0.91 -2.56
P 2.17 0.13 0.03
C 2.85 1.51 1.09
C 2.90 2.82 0.30
C 1.94 1.69 2.31
C 2.29 -1.45 1.05
C 3.43 -1.49 2.07
C 2.34 -2.67 0.13
H 5.29 -0.14 -2.15
H 5.10 -0.64 -0.48
H 5.04 1.07 -0.91
H 3.05 -1.07 -1.82
H 3.18 1.91 -2.44
H 1.67 0.97 -2.54
H 3.06 0.55 -3.54
H 3.85 1.22 1.41
H 1.94 3.01 -0.18
H 3.68 2.81 -0.46
H 3.12 3.64 0.97
H 0.95 2.01 2.00
H 2.36 2.46 2.96
H 1.85 0.77 2.89
H 1.32 -1.46 1.57
H 4.40 -1.42 1.58
H 3.39 -2.45 2.59
H 3.35 -0.71 2.82
H 3.32 -2.75 -0.34
H 1.57 -2.61 -0.63
H 2.18 -3.57 0.72
Se -2.70 0.94 1.70
N -1.25 -0.06 2.02
C -1.05 -0.10 3.34
C -0.10 -0.88 4.03
C -0.12 -0.87 5.40
C -1.03 -0.08 6.14
C -1.95 0.71 5.51
C -2.01 0.68 4.10
N -2.93 1.29 3.36
H 0.60 -1.50 3.50
H 0.58 -1.49 5.95
H -1.00 -0.11 7.21
H -2.65 1.33 6.04
B -0.67 5.01 -0.88
C -0.73 3.61 -0.32
N -0.79 2.54 0.16
H -1.71 5.28 -1.38
H -0.31 5.75 -0.01
H 0.25 5.13 -1.64
*
```

Results
Orbital gap (spin up / spin down), eV: 5.319 / 5.741
Largest force on an atom, hartree/bohr: 0.05427
LUMO energy (spin up / spin down), eV: -8.637 / -8.211
HOMO (spin up / spin down), eV: -13.96 / -13.95

These are the Löwdin partial charges, in e, on atoms 1 to 2: atom 1 (Ru): 1.23, atom 2 (C): 0.01

2.
Entry from the OMol25 dataset: a 3-piece molecular cluster, C24H44Br2F5N2O6S3 overall at a distorted geometry (the ωB97M-V functional and the def2-TZVPD basis).

```
! RIJCOSX wB97M-V def2-TZVPD def2/J DEFGRID3
* xyz 1 1
C 6.96 -2.64 3.07
C 5.62 -2.86 2.36
O 5.34 -1.86 1.39
C 4.66 -0.74 1.92
C 4.26 0.14 0.74
O 3.07 0.86 1.05
C 2.07 0.86 0.08
C 0.70 0.95 0.76
S 0.29 -0.81 1.19
C -0.81 -0.91 2.56
O -0.37 -1.36 0.04
O 1.51 -1.46 1.56
C -0.31 1.67 -0.18
N -0.71 1.08 -1.38
C 0.00 1.28 -2.43
C 0.64 2.60 -2.79
C 0.17 0.16 -3.40
N -1.41 1.98 0.82
C -2.84 2.11 0.49
C -3.41 0.93 -0.30
C -4.70 0.32 0.25
F -5.30 -0.32 -0.80
Br -4.36 -1.04 1.57
C -5.74 1.39 0.73
F -6.96 0.93 0.50
F -5.57 2.49 0.00
Br -5.70 1.85 2.62
C -0.89 2.17 1.97
C 0.61 1.95 1.95
F 0.87 1.29 3.15
C 1.46 3.22 1.88
C 2.65 3.25 2.85
C 3.83 4.06 2.32
F 4.91 3.20 2.07
H 7.54 -3.57 3.10
H 6.80 -2.34 4.11
H 7.53 -1.86 2.58
H 5.66 -3.80 1.81
H 4.80 -2.94 3.08
H 3.78 -1.04 2.50
H 5.32 -0.17 2.58
H 5.07 0.84 0.54
H 4.13 -0.50 -0.13
H 2.18 1.73 -0.58
H 2.08 -0.03 -0.56
H -1.65 -0.23 2.45
H -1.20 -1.93 2.57
H -0.28 -0.67 3.48
H 0.14 2.67 -0.32
H 1.72 2.57 -2.63
H 0.25 3.43 -2.20
H 0.50 2.79 -3.85
H -0.72 -0.48 -3.35
H 0.22 0.54 -4.42
H 1.06 -0.42 -3.17
H -2.92 3.02 -0.12
H -3.37 2.32 1.42
H -2.66 0.13 -0.32
H -3.57 1.18 -1.35
H -1.46 2.43 2.86
H 1.84 3.35 0.86
H 0.83 4.10 2.06
H 3.02 2.25 3.08
H 2.33 3.71 3.79
H 3.61 4.56 1.37
H 4.18 4.79 3.04
C -7.88 -2.40 0.69
S -8.52 -2.83 2.31
O -7.35 -3.26 3.12
C -9.39 -4.32 1.80
H -7.27 -1.52 0.81
H -7.27 -3.22 0.30
H -8.70 -2.19 0.00
H -8.68 -5.01 1.34
H -10.18 -4.05 1.10
H -9.82 -4.77 2.69
C 2.31 -3.20 -7.00
S 2.93 -2.14 -5.70
O 1.74 -1.64 -4.95
C 3.47 -0.80 -6.76
H 1.89 -4.08 -6.54
H 1.54 -2.67 -7.57
H 3.14 -3.48 -7.65
H 2.62 -0.43 -7.34
H 4.26 -1.16 -7.42
H 3.86 0.00 -6.13
*
```

Results
Orbital gap, eV: 6.368
Largest force on an atom, hartree/bohr: 0.03314
LUMO energy, eV: -4.064
HOMO, eV: -10.43

These are the Löwdin partial charges, in e, on atoms 1 to 2: atom 1 (C): -0.07, atom 2 (C): -0.26

3.
Entry from the OMol25 dataset: C24H44Cl2N4PtSb2 as an isolated structure (the ωB97M-V functional and the def2-TZVPD basis).

```
! RIJCOSX wB97M-V def2-TZVPD def2/J DEFGRID3
* xyz 2 3
Pt -0.93 -0.10 0.69
C 0.55 3.72 1.07
Sb -1.18 2.49 1.13
C -2.19 3.30 2.81
C -2.39 3.41 -0.41
C -1.62 3.61 -1.69
C -0.86 4.78 -1.82
C -0.13 5.05 -2.96
C -0.15 4.15 -4.02
C -0.91 3.00 -3.90
C -1.65 2.71 -2.75
C -2.46 1.44 -2.74
Sb -1.29 -0.24 -2.03
C -2.33 -1.87 -2.92
C 0.33 -0.11 -3.40
H 1.05 3.61 0.11
H 1.22 3.42 1.87
H 0.25 4.75 1.22
H -1.89 4.35 2.89
H -1.92 2.78 3.73
H -3.26 3.23 2.65
H -2.68 4.37 0.03
H -3.28 2.79 -0.51
H -0.86 5.50 -1.01
H 0.44 5.97 -3.04
H 0.39 4.36 -4.93
H -0.95 2.30 -4.74
H -2.73 1.14 -3.76
H -3.37 1.48 -2.14
H -2.09 -1.84 -3.99
H -3.40 -1.76 -2.77
H -1.99 -2.81 -2.50
H -0.10 -0.15 -4.40
H 0.99 -0.96 -3.26
H 0.88 0.83 -3.27
Cl -1.41 -0.54 3.61
C -3.17 -0.34 3.89
Cl -4.04 0.50 2.60
H -3.29 0.24 4.80
H -3.60 -1.33 3.99
C 5.13 -1.38 -0.39
C 4.77 -0.24 0.56
N 3.49 -0.44 1.28
C 3.55 -1.04 2.62
C 3.36 -2.55 2.65
C 2.31 -0.13 0.72
C 2.32 0.61 -0.58
N 1.16 -0.41 1.30
H 6.09 -1.17 -0.87
H 4.39 -1.50 -1.18
H 5.22 -2.33 0.14
H 4.74 0.71 0.03
H 5.55 -0.15 1.32
H 2.81 -0.55 3.25
H 4.52 -0.79 3.03
H 2.40 -2.85 2.23
H 3.40 -2.90 3.68
H 4.15 -3.06 2.09
H 2.92 1.52 -0.52
H 1.30 0.88 -0.83
H 2.72 -0.01 -1.39
H 1.24 -0.88 2.19
C 0.37 -5.57 1.18
C -0.58 -4.45 0.92
C -1.93 -4.44 0.66
C -2.29 -3.10 0.49
N -1.22 -2.32 0.64
N -0.19 -3.16 0.90
C -3.65 -2.56 0.17
H -0.15 -6.52 1.08
H 0.77 -5.51 2.19
H 1.20 -5.57 0.48
H -2.58 -5.31 0.60
H 0.73 -2.78 0.99
H -4.12 -3.18 -0.60
H -3.60 -1.53 -0.19
H -4.30 -2.58 1.04
*
```

Results
Orbital gap (spin up / spin down), eV: 8.121 / 6.224
Largest force on an atom, hartree/bohr: 0.01162
Energy relative to the best compared isomer or geometry (same formula, charge and spin), eV: 0.000
LUMO energy (spin up / spin down), eV: -4.545 / -7.178
HOMO (spin up / spin down), eV: -12.67 / -13.40

These are the Löwdin partial charges, in e, on atoms 1 to 2: atom 1 (Pt): 0.51, atom 2 (C): -0.28

4.
Entry from the OMol25 dataset: C24H44Cl3N4O3PdSSi as an isolated structure at a distorted geometry (the ωB97M-V functional and the def2-TZVPD basis).

```
! RIJCOSX wB97M-V def2-TZVPD def2/J DEFGRID3
* xyz -1 3
C 1.74 6.90 -0.87
C 3.04 7.09 -1.59
H 1.84 7.11 0.20
H 1.35 5.89 -1.00
H 0.98 7.62 -1.24
C 3.79 8.19 -1.44
C 3.40 9.33 -0.56
H 4.76 8.30 -1.93
H 3.13 8.97 0.45
H 2.54 9.90 -0.95
H 4.24 10.03 -0.47
Pd 0.70 1.85 -1.53
Cl -0.77 0.59 -2.78
Cl 1.54 3.03 -3.33
C 2.46 -0.40 -3.04
O 2.53 -0.27 -1.81
N 3.42 -0.95 -3.81
C 4.61 -1.48 -3.17
C 3.40 -0.77 -5.26
H 1.58 -0.08 -3.61
H 4.31 -2.08 -2.30
H 5.27 -0.67 -2.82
H 5.15 -2.10 -3.90
H 2.36 -0.81 -5.60
H 3.99 -1.56 -5.73
H 3.81 0.21 -5.56
H -0.64 3.01 3.57
H 2.02 4.01 2.34
C 0.11 2.96 4.38
C 2.21 3.86 3.41
N 1.46 2.74 3.89
H -0.16 2.14 5.06
C 1.95 1.48 3.72
O 3.05 1.23 3.23
H 3.28 3.69 3.53
H 1.24 0.70 4.10
H 0.08 3.91 4.93
H 1.90 4.77 3.93
O 3.63 4.79 -1.58
C 3.53 5.89 -2.42
C 6.00 6.36 -2.37
C 4.85 6.05 -3.11
H 5.94 6.57 -1.29
C 7.23 6.44 -3.05
H 2.71 5.66 -3.12
C 4.91 5.71 -4.45
H 8.13 6.71 -2.48
C 7.28 6.19 -4.42
C 6.12 5.81 -5.12
H 3.98 5.39 -4.92
H 8.23 6.26 -4.94
H 6.16 5.58 -6.18
Si 4.15 3.26 -0.90
Cl 2.54 3.56 0.37
C 5.87 3.74 -0.30
C 4.58 2.47 -2.60
C 4.20 1.55 0.21
H 6.51 3.94 -1.17
H 6.31 2.91 0.27
H 5.84 4.64 0.32
H 4.49 1.84 1.23
H 4.94 0.84 -0.19
H 3.26 0.99 0.31
H 5.29 3.14 -3.12
H 3.73 2.34 -3.28
H 5.07 1.50 -2.44
S 0.26 0.98 0.59
C -0.88 -0.33 0.69
N -0.84 -1.12 1.78
C -1.94 -1.97 2.20
C -2.73 -2.47 1.02
C -2.99 -1.40 -0.01
N -1.81 -0.56 -0.23
H -0.12 -0.87 2.46
H -2.59 -1.41 2.88
H -1.52 -2.79 2.77
H -3.68 -2.88 1.35
H -2.20 -3.29 0.56
H -3.83 -0.77 0.29
H -3.25 -1.85 -0.98
H -1.75 0.00 -1.10
*
```

Results
Orbital gap (spin up / spin down), eV: 5.845 / 4.613
Largest force on an atom, hartree/bohr: 0.05775
Energy relative to the best compared isomer or geometry (same formula, charge and spin), eV: 3.181
LUMO energy (spin up / spin down), eV: 1.949 / 0.724
HOMO (spin up / spin down), eV: -3.90 / -3.89

These are the Löwdin partial charges, in e, on atoms 1 to 2: atom 1 (C): -0.05, atom 2 (C): -0.21

5.
Entry from the OMol25 dataset: C24H44Cl6P2Rh as an isolated structure at a distorted geometry (the ωB97M-V functional and the def2-TZVPD basis).

```
! RIJCOSX wB97M-V def2-TZVPD def2/J DEFGRID3
* xyz -1 5
Rh -0.01 -0.01 0.36
Cl -0.08 0.03 -2.09
P -0.28 -2.34 -0.25
C 0.74 -3.17 -1.62
C -0.19 -3.57 1.11
C -2.02 -2.67 -0.91
C 2.13 -2.54 -1.68
H 0.17 -2.89 -2.52
C 0.84 -4.69 -1.54
H 1.53 -5.00 -0.75
H 1.26 -5.02 -2.51
H -0.11 -5.23 -1.41
H 2.05 -1.52 -2.08
H 2.76 -3.13 -2.36
H 2.61 -2.53 -0.70
H -1.98 -2.11 -1.86
C -3.11 -2.04 -0.06
C -2.36 -4.14 -1.23
H -1.78 -4.53 -2.07
H -3.41 -4.20 -1.51
H -2.21 -4.80 -0.37
H -2.75 -1.21 0.57
H -3.58 -2.78 0.60
H -3.90 -1.64 -0.71
C 1.25 -3.59 1.67
H -0.39 -4.55 0.65
C -1.24 -3.35 2.21
H 1.98 -4.07 1.00
H 1.27 -4.16 2.62
H 1.60 -2.56 1.87
H -1.36 -2.30 2.47
H -0.90 -3.90 3.11
H -2.23 -3.75 1.94
H 1.10 -1.23 0.23
H -1.31 0.87 0.35
P 0.31 2.37 -0.22
C -0.87 3.26 -1.42
C 0.35 3.55 1.20
C 1.96 2.70 -1.04
C -2.25 2.62 -1.34
H -0.41 3.01 -2.39
C -0.97 4.77 -1.27
H -1.57 5.05 -0.40
H -1.49 5.14 -2.17
H -0.01 5.31 -1.22
H -2.21 1.60 -1.72
H -2.94 3.20 -1.97
H -2.64 2.62 -0.32
H 1.81 2.19 -2.01
C 3.11 1.99 -0.33
C 2.27 4.18 -1.32
H 1.61 4.62 -2.07
H 3.29 4.26 -1.72
H 2.22 4.80 -0.41
H 2.77 1.23 0.39
H 3.76 2.71 0.20
H 3.74 1.47 -1.07
C -1.04 3.54 1.90
H 0.50 4.55 0.78
C 1.49 3.29 2.19
H -1.78 4.17 1.38
H -0.95 3.92 2.93
H -1.45 2.52 1.94
H 1.55 2.24 2.47
H 1.29 3.90 3.09
H 2.48 3.60 1.81
Cl 2.72 -0.30 2.32
C 1.23 -0.18 3.22
C 0.03 -0.03 2.52
C -1.12 0.10 3.29
Cl -2.65 0.34 2.51
C -1.11 0.05 4.71
Cl -2.59 0.21 5.57
C 0.11 -0.14 5.39
Cl 0.16 -0.20 7.08
C 1.30 -0.25 4.63
Cl 2.81 -0.47 5.40
*
```

Results
Orbital gap (spin up / spin down), eV: 4.537 / 4.375
Largest force on an atom, hartree/bohr: 0.08781
LUMO energy (spin up / spin down), eV: 2.610 / -0.092
HOMO (spin up / spin down), eV: -1.93 / -4.47

These are the Löwdin partial charges, in e, on atoms 1 to 2: atom 1 (Rh): 0.17, atom 2 (Cl): -0.01

6.
Entry from the OMol25 dataset: a 5-piece molecular cluster, C24H44ClN8 overall at a distorted geometry (the ωB97M-V functional and the def2-TZVPD basis).

```
! RIJCOSX wB97M-V def2-TZVPD def2/J DEFGRID3
* xyz 3 1
C -1.70 -5.99 -16.13
C -1.33 -4.57 -15.75
N 0.09 -4.44 -15.43
C 0.70 -4.75 -14.25
C 2.01 -4.45 -14.38
N 2.17 -3.93 -15.66
C 0.99 -3.92 -16.25
C 3.45 -3.45 -16.19
H -2.69 -5.98 -16.58
H -1.62 -6.74 -15.35
H -1.09 -6.30 -16.99
H -1.94 -4.26 -14.90
H -1.58 -3.86 -16.53
H 0.12 -5.06 -13.39
H 2.86 -4.48 -13.72
H 0.78 -3.55 -17.24
H 4.23 -4.16 -15.94
H 3.66 -2.47 -15.76
H 3.37 -3.36 -17.27
C 4.78 -7.91 -12.52
C 3.84 -8.57 -11.52
N 2.42 -8.48 -11.92
C 1.53 -7.49 -11.54
C 0.31 -7.85 -12.02
N 0.47 -9.05 -12.67
C 1.75 -9.40 -12.60
C -0.53 -9.69 -13.52
H 4.61 -6.83 -12.55
H 4.79 -8.35 -13.51
H 5.79 -8.02 -12.12
H 3.92 -8.07 -10.56
H 4.06 -9.63 -11.35
H 1.88 -6.67 -10.95
H -0.61 -7.29 -11.91
H 2.21 -10.24 -13.10
H -0.06 -10.31 -14.27
H -1.10 -8.93 -14.05
H -1.16 -10.33 -12.90
C -0.15 -4.54 -8.87
C -1.57 -4.78 -8.44
N -1.68 -6.03 -7.65
C -2.35 -7.17 -8.03
C -2.27 -8.03 -6.99
N -1.57 -7.40 -5.99
C -1.24 -6.19 -6.42
C -1.28 -7.98 -4.67
H 0.49 -4.29 -8.03
H -0.10 -3.72 -9.60
H 0.27 -5.40 -9.40
H -2.32 -4.81 -9.23
H -1.93 -3.95 -7.82
H -2.76 -7.23 -9.02
H -2.65 -9.03 -6.87
H -0.69 -5.46 -5.85
H -0.45 -8.67 -4.77
H -2.17 -8.44 -4.26
H -0.94 -7.17 -4.03
C -9.07 -9.42 -10.51
C -8.87 -8.53 -11.71
N -7.44 -8.23 -11.96
C -6.92 -6.96 -12.09
C -5.59 -7.10 -12.33
N -5.34 -8.44 -12.41
C -6.48 -9.11 -12.17
C -4.04 -9.06 -12.59
H -8.68 -10.43 -10.65
H -10.14 -9.53 -10.34
H -8.68 -8.97 -9.60
H -9.36 -7.58 -11.57
H -9.28 -8.97 -12.62
H -7.50 -6.08 -11.92
H -4.80 -6.37 -12.43
H -6.53 -10.18 -12.10
H -3.96 -9.98 -12.00
H -3.27 -8.39 -12.21
H -3.89 -9.31 -13.64
Cl -2.30 -5.01 -12.15
*
```

Results
Orbital gap, eV: 8.638
Largest force on an atom, hartree/bohr: 0.03177
Energy relative to the best compared isomer or geometry (same formula, charge and spin), eV: 0.003
LUMO energy, eV: -6.337
HOMO, eV: -14.97

These are the Löwdin partial charges, in e, on atoms 1 to 2: atom 1 (C): -0.06, atom 2 (C): -0.17